Here is a cluster of 2 separate species, C5H12O in total from the OMol25 dataset. Energies are from ωB97M-V/def2-TZVPD.

Geometry as XYZ:
```
18
Properties=species:S:1:pos:R:3
H -1.09 1.67 -1.40
O 0.92 -0.10 -1.42
H 1.85 -0.28 1.82
C -1.08 -1.43 0.08
H 2.91 -0.27 0.41
H 1.83 0.06 -1.72
H -2.66 1.33 -0.58
C 1.91 -0.53 0.76
H -1.82 -1.90 0.72
H 1.76 -1.61 0.64
C -1.57 1.44 -0.45
H -0.72 -1.92 -0.81
H -1.53 -0.10 -0.33
H -1.37 2.21 0.30
H -0.75 0.19 1.45
C -0.52 -0.17 0.45
H 0.99 1.31 0.10
C 0.86 0.23 -0.05
```

E_HOMO in eV: -6.77
Total energy in eV: -7422.1052
Gap between HOMO and LUMO in eV: 7.56
M in g/mol: 88.1
Energy above the lowest of the compared OMol25 structures with the same formula, charge and spin in kJ/mol: 502.31

Atomic partial charges in e from the Löwdin method, atoms 1 to 8: H 0.03; O -0.03; H 0.09; C -0.08; H 0.08; H 0.10; H 0.04; C -0.04



Here is an isolated molecule of C21H20N2O5 from the OMol25 dataset. Energies are from ωB97M-V/def2-TZVPD.

Geometry as XYZ:
```
48
Properties=species:S:1:pos:R:3
C -2.85 0.16 -0.71
C 6.21 -0.17 0.80
C 3.72 0.82 -0.30
C 4.20 0.91 1.30
H -7.31 0.04 -0.92
H -1.53 2.96 -0.35
C -3.19 -1.01 -1.38
C -7.06 -1.39 1.21
H -8.41 0.03 1.88
O 6.54 -1.31 -1.53
H 2.15 0.90 -1.28
H -8.51 1.28 -0.15
H -5.45 0.19 1.57
H -0.87 1.83 1.00
H -2.58 -1.48 -2.29
H -6.77 -1.37 2.12
C -7.84 -0.22 1.02
H 5.70 0.63 2.53
C -1.53 0.88 -0.89
C 5.76 -0.78 -0.47
N -0.82 0.42 -2.03
H -4.86 -2.34 -1.75
C 4.61 -0.09 -0.92
H -7.87 -2.35 1.29
H 3.56 1.66 1.83
H 8.32 -2.05 -1.53
C -3.62 0.60 0.31
O 1.53 2.31 1.26
N 2.44 1.16 -0.39
C 7.81 -1.54 -0.94
H 0.47 3.14 -1.39
O -6.33 -2.02 0.03
O 0.24 1.19 -1.87
O 7.39 -0.78 1.35
C -4.89 -0.18 0.90
H 8.40 -0.51 -0.82
C 1.42 1.91 0.21
H -3.40 1.38 1.06
H 7.21 -2.65 0.78
C -7.96 0.49 -0.01
C -5.27 -1.23 0.03
H 4.29 -0.42 -1.75
C 5.30 0.41 1.77
C 0.39 1.98 -0.84
H 8.91 -1.95 0.89
C -4.47 -1.39 -1.06
C 7.88 -1.98 0.52
C -1.03 1.93 -0.10
```

E_HOMO in eV: -7.25
SMILES: C=CCOc1ccc(C2=NO[C@H](C(=O)Nc3ccc4c(c3)OCCO4)C2)cc1
Total energy in eV: -35301.7870
Gap between HOMO and LUMO in eV: 7.29
M in g/mol: 380.4
Energy above the lowest of the compared OMol25 structures with the same formula, charge and spin in kJ/mol: 1913.16

Atomic partial charges in e from the Löwdin method, atoms 1 to 8: C -0.24; C -0.10; C -0.10; C 0.05; H 0.15; H 0.18; C -0.03; C -0.17